[1]
DFT (ωB97M-V with the def2-TZVPD basis set) results for a cluster of 2 separate species, C16H28FNO5P in total in a non-equilibrium geometry.

Cartesian coordinates (Å):
1 C -1.9040 4.4522 1.6815
2 P -1.6596 2.5973 2.0230
3 C -2.8736 2.2492 3.4113
4 C -1.9810 1.5882 0.4986
5 C -1.6332 2.0701 -0.8728
6 C -0.9496 3.4521 -1.1452
7 O -1.5398 4.4717 -1.3031
8 O 0.4359 3.4264 -1.2408
9 C -1.8981 1.2680 -2.0894
10 C -2.5106 -0.0178 -1.8872
11 N -2.7957 -0.4948 -0.6362
12 C -2.5637 0.2221 0.5269
13 C -2.9476 -0.5349 1.8390
14 C -1.6130 -0.8310 2.6335
15 F -1.4845 -2.2469 2.7339
16 H -2.4504 4.9139 2.5493
17 H -0.9467 4.9650 1.4377
18 H -2.6390 4.4978 0.8265
19 H -2.9182 3.1863 4.0329
20 H -3.8855 1.9424 3.0540
21 H -2.4298 1.4733 4.0960
22 H 0.7359 2.6947 -1.8142
23 H -1.6569 1.6407 -3.1103
24 H -2.7551 -0.6511 -2.7664
25 H -3.2190 -1.4267 -0.5823
26 H -3.7399 -0.0195 2.4362
27 H -3.3866 -1.5393 1.5679
28 H -1.6026 -0.4394 3.6766
29 H -0.7590 -0.4859 2.0004
30 C 5.3378 -2.6616 -1.7824
31 O 4.3021 -2.3135 -0.8813
32 C 4.3088 -0.9396 -0.5223
33 C 2.8899 -0.4101 -0.3811
34 O 2.1992 -0.2193 -1.6175
35 C 1.8550 -1.3845 -2.3637
36 C 0.7560 -2.2324 -1.7401
37 O 1.2250 -2.9262 -0.5928
38 C 0.2835 -2.9519 0.4582
39 H 6.2970 -2.7036 -1.2583
40 H 5.1135 -3.6471 -2.1893
41 H 5.3950 -1.9532 -2.6148
42 H 4.8427 -0.3406 -1.2686
43 H 4.8272 -0.8512 0.4388
44 H 2.9497 0.5826 0.0724
45 H 2.2992 -1.0257 0.2999
46 H 2.7386 -1.9790 -2.5944
47 H 1.4767 -1.0122 -3.3209
48 H 0.4262 -2.9864 -2.4642
49 H -0.0948 -1.5844 -1.4878
50 H -0.1216 -1.9506 0.6394
51 H 0.7898 -3.2808 1.3646
52 H -0.5260 -3.6531 0.2288

Summary:
Total charge: +1

[2]
DFT (ωB97M-V with the def2-TZVPD basis set) results for a cluster of 2 separate species, C2H3O5 in total in a non-equilibrium geometry.

Cartesian coordinates (Å):
1 C -1.3701 -1.1996 0.2022
2 C 1.2715 0.9808 -0.4893
3 O -1.9937 -1.9217 -0.5575
4 O -1.5698 -0.0564 0.5955
5 O 2.3913 1.7198 -0.5938
6 O 0.1885 1.5992 -0.0875
7 O -0.3066 -1.9483 0.8258
8 H 2.3326 2.6637 -0.3675
9 H -0.5604 0.9187 0.1580
10 H -0.3834 -2.7562 0.3141

Summary:
Total charge: -1

[3]
DFT (ωB97M-V with the def2-TZVPD basis set) results for the molecule C6H7BrN2O3 in a non-equilibrium geometry.

Cartesian coordinates (Å):
1 N 1.2560 1.4311 -1.2525
2 C 1.3502 1.7825 0.0826
3 O 1.8506 2.7794 0.4687
4 C 0.8515 0.6919 1.0376
5 Br 0.1680 1.7662 2.6390
6 N -0.1869 -0.2217 0.5662
7 C -0.0104 -1.5435 0.4895
8 O 1.2157 -2.0932 0.9715
9 C -0.9846 -2.1190 -0.2771
10 C -1.8453 -1.0024 -0.7218
11 C -1.3121 0.1103 -0.1676
12 O -1.5607 1.4339 -0.1772
13 H 1.1615 0.4518 -1.5382
14 H 1.6532 1.9567 -1.9778
15 H 1.7408 0.3024 1.4410
16 H 1.1277 -2.9143 0.6001
17 H -1.2141 -3.2014 -0.5740
18 H -2.8767 -1.0554 -1.0350
19 H -2.3843 1.4449 -0.5750

Summary:
Total charge: 0
Structure (SMILES): NC(=O)[C@@H](Br)n1c(O)ccc1O

[4]
DFT (ωB97M-V with the def2-TZVPD basis set) results for a structure of composition C38H57As2CsN6S3Si2.

Cartesian coordinates (Å):
1 Cs -0.1063 -0.9564 0.5953
2 C -2.1547 2.7423 3.8731
3 C -1.3412 2.0306 2.8301
4 N -1.8601 0.8622 2.2244
5 N -3.0267 0.4875 2.7170
6 C -3.7784 -0.5575 2.4291
7 N -5.0325 -0.5184 3.1377
8 S -3.3830 -1.8422 1.3642
9 C -0.1074 2.5098 2.4444
10 C 0.5881 3.5911 3.1286
11 C 1.8353 3.9732 2.7456
12 C 2.4920 3.3352 1.6661
13 C 1.7715 2.3322 1.0408
14 N 0.5541 1.9162 1.3578
15 H -3.1875 2.9245 3.5359
16 H -1.7434 3.7267 4.0772
17 H -2.2235 2.2071 4.8357
18 H -3.4466 1.0424 3.4591
19 H -5.7653 -0.1786 2.5168
20 H -5.2882 -1.4743 3.3584
21 H 0.1439 4.0744 3.9887
22 H 2.3343 4.7675 3.2954
23 H 3.4903 3.5975 1.3450
24 H 2.2315 1.8138 0.1948
25 S 2.9356 -2.5860 1.0509
26 C 3.6191 -3.8469 0.0651
27 C 4.3129 -4.9426 0.6111
28 C 4.8741 -5.9193 -0.1908
29 C 4.7669 -5.8490 -1.5763
30 C 4.0814 -4.7809 -2.1419
31 C 3.5188 -3.7905 -1.3460
32 As 2.3835 -2.3472 -2.0027
33 C 3.6044 -0.8172 -2.0515
34 C 4.7627 -0.7394 -1.2887
35 C 5.5349 0.4152 -1.3091
36 C 5.1549 1.5021 -2.0835
37 C 3.9956 1.4320 -2.8449
38 C 3.2256 0.2784 -2.8242
39 C 2.5497 -2.7480 -3.9436
40 C 3.7213 -2.5866 -4.6841
41 C 3.7548 -2.8916 -6.0363
42 C 2.6129 -3.3594 -6.6784
43 C 1.4366 -3.5092 -5.9604
44 C 1.4147 -3.1984 -4.6051
45 H 4.3972 -5.0023 1.6895
46 H 5.4018 -6.7498 0.2675
47 H 5.2055 -6.6139 -2.2064
48 H 3.9864 -4.7303 -3.2200
49 H 5.0429 -1.5720 -0.6560
50 H 6.4277 0.4733 -0.6979
51 H 5.7482 2.4086 -2.0798
52 H 3.6808 2.2821 -3.4382
53 H 2.3121 0.2342 -3.4098
54 H 4.6147 -2.2177 -4.1924
55 H 4.6744 -2.7608 -6.5954
56 H 2.6388 -3.5900 -7.7369
57 H 0.5355 -3.8485 -6.4587
58 H 0.4929 -3.2699 -4.0402
59 C -1.4073 1.7502 -5.3051
60 Si -2.7909 2.6172 -4.3773
61 C -4.2219 1.4131 -4.2178
62 C -3.4171 4.0647 -5.4136
63 As -1.8439 3.5412 -2.4379
64 Si -3.5933 3.2656 -0.8885
65 C -3.0596 4.1337 0.6750
66 C -4.0445 1.4952 -0.5227
67 C -5.0806 4.1865 -1.6063
68 H -1.7394 1.4449 -6.3016
69 H -1.0997 0.8504 -4.7676
70 H -0.5348 2.3979 -5.4158
71 H -4.5591 1.1210 -5.2179
72 H -5.0697 1.8524 -3.6891
73 H -3.9192 0.5091 -3.6881
74 H -3.8520 3.7203 -6.3561
75 H -2.6052 4.7599 -5.6375
76 H -4.1846 4.6187 -4.8667
77 H -2.2577 3.5735 1.1699
78 H -3.8960 4.2160 1.3767
79 H -2.6934 5.1400 0.4587
80 H -3.2047 0.9630 -0.0678
81 H -4.3447 0.9434 -1.4142
82 H -4.8693 1.4525 0.1972
83 H -4.8034 5.2055 -1.8884
84 H -5.8818 4.2487 -0.8641
85 H -5.4809 3.6873 -2.4912
86 C -1.6771 -6.4209 -3.6260
87 C -1.3343 -5.1967 -2.7940
88 N -1.9928 -3.9993 -3.3130
89 C -2.3912 -2.9571 -2.5103
90 S -2.0978 -1.3810 -3.0077
91 N -3.0045 -3.2610 -1.3671
92 C -3.8919 -4.4078 -1.1783
93 C -5.3324 -3.9463 -1.0054
94 H -1.1646 -7.3017 -3.2365
95 H -1.3613 -6.2790 -4.6616
96 H -2.7528 -6.6061 -3.6201
97 H -0.2485 -5.0474 -2.7924
98 H -1.6255 -5.3320 -1.7573
99 H -1.6014 -3.6425 -4.1714
100 H -3.2547 -2.4362 -0.8112
101 H -3.5724 -4.9696 -0.2961
102 H -3.8083 -5.0639 -2.0437
103 H -5.4121 -3.3094 -0.1250
104 H -5.9925 -4.8102 -0.8985
105 H -5.6499 -3.3645 -1.8730
106 C -0.6788 2.0328 -1.8844
107 H -0.3802 2.1649 -0.8416
108 H 0.2181 2.0495 -2.5043
109 H -1.1705 1.0675 -1.9955

Summary:
Total charge: -2

[5]
DFT (ωB97M-V with the def2-TZVPD basis set) results for a cluster of 4 separate species, C34H69BClIN7O2P in total in a non-equilibrium geometry.

Cartesian coordinates (Å):
1 C -0.2507 -5.1513 1.5669
2 C 0.5280 -4.0882 1.8539
3 C 0.1545 -2.6860 1.4126
4 C 1.0400 -2.2752 0.2140
5 N 0.3182 -2.0358 -1.0469
6 C -0.0108 -3.3352 -1.6481
7 C -0.6209 -3.2113 -3.0440
8 C -0.7866 -4.6128 -3.6096
9 Cl -1.0771 -4.5819 -5.3699
10 N -0.8891 -1.3225 -0.8259
11 C -1.0761 -0.0659 -1.5400
12 C -0.4105 0.0720 -2.9172
13 C -0.1126 1.5554 -3.2326
14 C -1.3056 2.4804 -3.0057
15 C 2.0203 -1.1330 0.5791
16 C 2.9738 -0.8258 -0.5791
17 C 3.7752 -2.0092 -1.1884
18 C 5.2801 -1.6615 -1.2786
19 I 3.1618 -2.5387 -3.1789
20 O 2.6302 -1.5736 1.8195
21 C 3.9875 -1.2745 2.0556
22 C 4.2122 0.2139 2.3578
23 C 5.5510 0.6145 2.9972
24 C 6.8079 0.0962 2.2920
25 C 7.0277 0.7978 0.9639
26 N 8.1065 0.1441 0.1996
27 P 4.5192 -2.2565 3.5579
28 C 4.3382 -4.0342 3.1041
29 C 3.1881 -1.9250 4.7869
30 B 1.2081 0.2278 0.9165
31 N 1.3515 1.4220 0.0870
32 O 0.3840 0.3209 2.0394
33 H -1.3061 -5.0345 1.3449
34 H 0.1466 -6.1583 1.5199
35 H 1.4492 -4.2362 2.4029
36 H -0.9076 -2.7134 1.1818
37 H 0.3101 -2.0364 2.2698
38 H 1.6898 -3.1356 0.0404
39 H -0.6661 -3.9225 -0.9904
40 H 0.9005 -3.9222 -1.7643
41 H -1.6201 -2.7902 -2.9269
42 H -0.0075 -2.5901 -3.6858
43 H 0.1292 -5.1796 -3.4533
44 H -1.5898 -5.1509 -3.1156
45 H -1.7081 -1.9087 -0.8220
46 H -0.7934 0.7983 -0.9407
47 H -2.1514 0.0467 -1.6888
48 H 0.5290 -0.4661 -2.9930
49 H -1.1247 -0.2481 -3.6778
50 H 0.1938 1.5753 -4.2795
51 H 0.7657 1.8397 -2.6521
52 H -1.3216 2.8676 -1.9872
53 H -1.1762 3.3604 -3.6374
54 H -2.2473 2.0132 -3.2702
55 H 2.3571 -0.4005 -1.3659
56 H 3.6962 -0.0502 -0.3367
57 H 3.7008 -2.8768 -0.5377
58 H 5.8071 -1.9720 -0.3787
59 H 5.7305 -2.2211 -2.0951
60 H 5.4248 -0.6074 -1.5005
61 H 4.6884 -1.6092 1.2870
62 H 3.4287 0.4979 3.0658
63 H 4.0673 0.8460 1.4808
64 H 5.5997 1.7062 2.9255
65 H 5.5721 0.4009 4.0622
66 H 6.7599 -0.9836 2.1519
67 H 7.6554 0.3123 2.9433
68 H 6.0971 0.7757 0.3846
69 H 7.2971 1.8425 1.1173
70 H 7.9431 0.2515 -0.7910
71 H 8.1162 -0.8433 0.4153
72 H 4.5356 -4.1431 2.0405
73 H 3.3310 -4.3785 3.3418
74 H 5.0150 -4.6435 3.6946
75 H 2.9905 -0.8573 4.8285
76 H 3.5537 -2.2436 5.7590
77 H 2.2788 -2.4617 4.5189
78 H 0.5219 1.9977 0.1495
79 H 2.1642 1.9689 0.3459
80 H -0.4265 -0.1674 1.8474
81 C -4.3467 5.9697 -2.0802
82 C -3.8503 6.3681 -3.4635
83 C -4.5639 5.6264 -4.6001
84 C -4.3657 4.1777 -4.5083
85 N -4.1754 3.0461 -4.4429
86 H -4.1611 4.9157 -1.8756
87 H -3.8329 6.5449 -1.3104
88 H -5.4177 6.1504 -1.9747
89 H -2.7767 6.1807 -3.5297
90 H -3.9974 7.4396 -3.6094
91 H -4.1784 5.9586 -5.5644
92 H -5.6364 5.8280 -4.5800
93 C -2.1850 1.7174 3.7964
94 C -1.8619 1.0086 5.1058
95 C -3.1089 0.4915 5.8325
96 C -4.0147 1.5892 6.1791
97 N -4.7123 2.4599 6.4530
98 H -2.7978 2.6049 3.9601
99 H -1.2663 2.0353 3.3053
100 H -2.7222 1.0548 3.1133
101 H -1.3173 1.6902 5.7615
102 H -1.2002 0.1639 4.9036
103 H -2.8285 -0.0222 6.7524
104 H -3.6502 -0.2174 5.2040
105 C -8.3394 0.5434 -1.5747
106 C -8.0989 1.5447 -2.6989
107 C -6.6702 2.1044 -2.7084
108 C -6.3852 2.8024 -1.4541
109 N -6.1632 3.3381 -0.4616
110 H -8.2155 1.0075 -0.5955
111 H -9.3541 0.1484 -1.6238
112 H -7.6468 -0.2977 -1.6442
113 H -8.8109 2.3672 -2.6074
114 H -8.2880 1.0622 -3.6593
115 H -6.5420 2.7977 -3.5341
116 H -5.9413 1.3037 -2.8336

Summary:
Total charge: 0
Structure (SMILES): C=CC[C@@H](N(CCCCl)NCCCC)[C@](C[C@H](C)I)(O[C@@H](CCCCN)P(C)C)B(N)O.CCCC#N.CCCC#N.CCCC#N

[6]
DFT (ωB97M-V with the def2-TZVPD basis set) results for the molecule C22H21ClN2O5.

Cartesian coordinates (Å):
1 C -5.2699 -0.6793 -2.0381
2 O -4.3177 -1.7171 -1.8117
3 C -4.0507 -1.9884 -0.5439
4 O -4.5831 -1.4601 0.3984
5 C -2.9600 -3.0408 -0.3833
6 N -2.2208 -2.7259 0.8158
7 C -0.8883 -2.4821 0.7878
8 O -0.1795 -2.8252 -0.1330
9 C -0.3580 -1.7256 2.0024
10 C 0.2360 -0.4620 1.4675
11 C 1.5592 -0.1445 1.3930
12 C 2.6945 -0.8573 2.0433
13 N 1.7129 1.0707 0.7244
14 C 2.8817 1.6994 0.3212
15 O 2.9422 2.9014 0.1807
16 C 4.0240 0.8108 -0.0196
17 C 3.8208 -0.3690 -0.7327
18 C 4.9008 -1.1314 -1.1350
19 C 6.1863 -0.7153 -0.8201
20 Cl 7.5346 -1.6761 -1.3080
21 C 6.4044 0.4672 -0.1277
22 C 5.3215 1.2333 0.2565
23 C 0.4423 1.5410 0.3945
24 C 0.0594 2.6784 -0.2891
25 C -1.2855 2.8566 -0.5608
26 C -2.2353 1.9149 -0.1553
27 O -3.5766 2.0174 -0.4140
28 C -4.0571 3.1873 -1.0296
29 C -1.8495 0.7769 0.5441
30 C -0.5026 0.5824 0.8127
31 H -5.2985 -0.5248 -3.1131
32 H -6.2511 -0.9794 -1.6661
33 H -4.9534 0.2281 -1.5194
34 H -2.2764 -3.0337 -1.2346
35 H -3.4302 -4.0290 -0.3078
36 H -2.7895 -2.3329 1.5542
37 H -1.1594 -1.5145 2.7113
38 H 0.4111 -2.3264 2.4869
39 H 3.0677 -1.6693 1.4201
40 H 2.3571 -1.2839 2.9864
41 H 3.5165 -0.1765 2.2493
42 H 2.8200 -0.6859 -0.9869
43 H 4.7487 -2.0432 -1.6907
44 H 7.4105 0.7836 0.0977
45 H 5.4681 2.1654 0.7810
46 H 0.7850 3.4113 -0.6018
47 H -1.5871 3.7421 -1.0963
48 H -5.1402 3.0765 -1.0699
49 H -3.6678 3.2976 -2.0475
50 H -3.8091 4.0796 -0.4467
51 H -2.6082 0.0776 0.8533

Summary:
Total charge: 0
Structure (SMILES): COC(=O)CNC(=O)Cc1c(C)n(C(=O)c2ccc(Cl)cc2)c2ccc(OC)cc12

Result set for orbital gap: 6.8 8.3 8.6 2.9 8.5 8.2 eV, one per record in the order listed.
Result set for LUMO: -4.618 3.646 0.494 3.588 0.335 0.159 eV, one per record in the order listed.
Result set for DFT total energy: -1498.2671 -454.2586 -3142.0433 -8076.0594 -2994.7098 -1796.9018 a.u., one per record in the order listed.